Entry 1:
Entry from the OMol25 dataset: the molecule C4H7NO in a non-equilibrium geometry (ωB97M-V with the def2-TZVPD basis set).

Values from the calculation:
**2S+1**: 1
**Total charge**: 0
**HOMO level**: -0.3396 Ha
**Kohn-Sham gap**: 0.3785 Eh

Element x y z (Å)
O: 0.00 0.53 2.49
N: -1.01 0.46 1.52
C: -0.46 0.18 0.42
C: 0.95 0.23 -0.05
C: 0.57 -0.52 -1.34
C: -0.93 -0.34 -0.93
H: -0.49 0.69 3.30
H: 0.76 1.32 -0.24
H: 1.81 -0.05 0.57
H: 0.92 -0.04 -2.26
H: 0.85 -1.58 -1.39
H: -1.54 0.28 -1.58
H: -1.43 -1.29 -0.72

=====

Entry 2:
Entry from the OMol25 dataset: the molecule C4H7NO in a non-equilibrium geometry (ωB97M-V with the def2-TZVPD basis set).

Values from the calculation:
**2S+1**: 1
**Total charge**: 0
**HOMO level (spin up / spin down)**: -0.2883 / -0.2883 Ha
**Kohn-Sham gap (spin up / spin down)**: 0.3119 / 0.3120 Eh

Element x y z (Å)
C: 1.13 0.16 0.79
C: 0.67 -0.81 -0.14
C: -0.45 1.24 -0.50
C: -0.67 -0.29 -0.65
N: 1.81 0.19 1.81
O: -1.76 -0.70 0.29
H: 1.16 -0.45 -1.06
H: 0.95 -1.89 -0.10
H: -1.20 1.64 0.12
H: -0.12 1.84 -1.33
H: -0.89 -0.78 -1.60
H: 1.86 1.06 2.41
H: -2.50 -1.21 -0.05

=====

Entry 3:
Entry from the OMol25 dataset: a structure of composition C4H7NO in a non-equilibrium geometry (ωB97M-V with the def2-TZVPD basis set).

Values from the calculation:
**2S+1**: 1
**Total charge**: 0
**HOMO level**: -0.3481 Ha
**Kohn-Sham gap**: 0.3857 Eh

Element x y z (Å)
C: 2.31 0.23 0.21
N: 1.10 -0.47 -0.07
C: -0.07 -0.16 0.22
C: -1.21 -0.84 -0.41
C: -1.96 0.46 -0.02
O: -0.76 0.95 0.68
H: 2.17 1.18 0.74
H: 2.83 0.42 -0.74
H: 2.93 -0.45 0.79
H: -1.60 -1.75 0.05
H: -0.70 -1.05 -1.35
H: -2.26 1.17 -0.79
H: -2.78 0.31 0.69

=====

Entry 4:
Entry from the OMol25 dataset: the molecule C4H7NO (ωB97M-V with the def2-TZVPD basis set).

Values from the calculation:
**2S+1**: 1
**Total charge**: 0
**HOMO level**: -0.3097 Ha
**Kohn-Sham gap**: 0.3470 Eh

Element x y z (Å)
C: 0.93 1.29 0.49
C: 0.84 0.08 -0.41
N: 0.85 -1.21 0.22
C: -0.39 -0.79 -0.48
C: -1.42 -0.42 0.49
O: -2.63 -0.54 -0.04
H: 0.38 1.12 1.41
H: 0.51 2.18 -0.01
H: 1.98 1.50 0.73
H: 1.35 0.18 -1.37
H: 1.33 -1.90 -0.35
H: -0.63 -1.24 -1.45
H: -3.14 -0.24 0.72

=====

Entry 5:
Entry from the OMol25 dataset: the molecule C4H7NO (ωB97M-V with the def2-TZVPD basis set).

Values from the calculation:
**2S+1**: 1
**Total charge**: 0
**HOMO level**: -0.3218 Ha
**Kohn-Sham gap**: 0.3156 Eh

Element x y z (Å)
O: -0.35 1.83 -1.65
N: -1.05 0.76 -1.10
C: -0.36 0.14 -0.24
C: 1.08 0.38 0.16
C: 1.45 -0.94 0.82
C: -0.90 -1.08 0.46
H: -0.97 2.17 -2.31
H: 1.69 0.57 -0.74
H: 1.14 1.26 0.81
H: -0.01 -1.77 0.56
H: 1.20 -0.85 1.90
H: -1.63 -1.64 -0.12
H: -1.29 -0.84 1.45

=====

Entry 6:
Entry from the OMol25 dataset: the molecule C4H7NO (ωB97M-V with the def2-TZVPD basis set).

Values from the calculation:
**2S+1**: 1
**Total charge**: 0
**HOMO level (spin up / spin down)**: -0.2774 / -0.2774 Ha
**Kohn-Sham gap (spin up / spin down)**: 0.3099 / 0.3099 Eh

Element x y z (Å)
C: -1.24 -0.37 -0.92
O: -0.66 0.81 -0.66
C: 0.58 0.74 0.02
C: 0.45 0.46 1.51
C: 1.38 -0.40 -0.63
N: 0.70 -1.26 -1.21
H: -1.58 -0.96 -0.06
H: -0.02 -1.62 -1.82
H: -1.94 -0.30 -1.75
H: 1.07 1.71 -0.15
H: -0.18 1.23 1.98
H: 0.00 -0.52 1.70
H: 1.44 0.47 1.98

=====

Entry 7:
Entry from the OMol25 dataset: the molecule C4H7NO in a non-equilibrium geometry (ωB97M-V with the def2-TZVPD basis set).

Values from the calculation:
**2S+1**: 1
**Total charge**: 0
**HOMO level**: -0.3382 Ha
**Kohn-Sham gap**: 0.3679 Eh

Element x y z (Å)
C: -0.78 -0.52 1.21
C: -0.44 -0.71 -0.22
N: -0.77 0.20 -1.26
C: 0.64 0.22 -0.93
C: 1.22 1.38 -0.23
O: 1.95 1.22 0.73
H: -0.64 0.53 1.48
H: -0.13 -1.13 1.86
H: -1.81 -0.83 1.35
H: -0.40 -1.76 -0.56
H: -1.00 -0.27 -2.12
H: 1.14 -0.73 -0.65
H: 1.03 2.39 -0.66

=====

Entry 8:
Entry from the OMol25 dataset: the molecule C4H7NO in a non-equilibrium geometry (ωB97M-V with the def2-TZVPD basis set).

Values from the calculation:
**2S+1**: 1
**Total charge**: 0
**HOMO level**: -0.3001 Ha
**Kohn-Sham gap**: 0.2806 Eh

Element x y z (Å)
C: 0.91 0.87 0.20
C: 0.39 -0.40 -0.89
C: -0.61 -1.30 0.03
N: -1.49 -0.35 0.60
C: -1.23 0.81 0.69
O: -0.13 0.12 -1.90
H: 0.72 1.88 -0.17
H: 1.02 0.83 1.30
H: 1.94 0.68 -0.15
H: 1.30 -1.05 -1.03
H: -1.15 -1.99 -0.63
H: -0.10 -1.84 0.83
H: -1.58 1.74 1.11

=====

Entry 9:
Entry from the OMol25 dataset: the molecule C4H7NO in a non-equilibrium geometry (ωB97M-V with the def2-TZVPD basis set).

Values from the calculation:
**2S+1**: 1
**Total charge**: 0
**HOMO level**: -0.3213 Ha
**Kohn-Sham gap**: 0.3527 Eh

Element x y z (Å)
C: -1.66 -0.82 0.13
C: -0.48 -0.17 0.01
C: 0.36 -0.65 -1.10
N: 0.06 0.62 0.94
C: 1.29 1.26 0.90
O: 1.59 2.20 1.64
H: -1.90 -1.42 -0.68
H: -2.53 -0.66 0.78
H: -0.42 -1.03 -1.99
H: 1.14 -1.43 -0.76
H: 1.09 0.24 -1.59
H: -0.52 0.95 1.65
H: 1.98 0.91 0.07

=====

Question: Which value of 2S+1 does entry 9 give?
Answer: 1